The following is a DFT calculation (ωB97M-V/def2-TZVPD) of a molecular structure, C31H44CsN7O2P2.

The geometry in XYZ format:
```
87
Properties=species:S:1:pos:R:3
Cs 0.443 -0.818 -1.870
O 3.073 -0.680 -2.059
C 3.108 -0.884 -0.845
C 4.247 -0.434 0.006
C 5.547 -0.048 -0.275
C 6.361 0.354 0.781
C 5.861 0.393 2.077
C 4.541 0.024 2.352
C 3.748 -0.409 1.308
P 1.949 -0.819 1.177
C 1.602 -0.680 3.051
C 0.888 0.459 3.431
C 0.591 0.724 4.763
C 1.009 -0.161 5.746
C 1.727 -1.295 5.388
C 2.023 -1.550 4.057
C 1.724 -2.643 1.112
C 2.614 -3.506 0.474
C 2.318 -4.858 0.341
C 1.120 -5.362 0.824
C 0.227 -4.517 1.466
C 0.536 -3.172 1.621
H 5.918 -0.064 -1.294
H 7.389 0.638 0.594
H 6.506 0.715 2.885
H 4.168 0.076 3.368
H 0.567 1.141 2.648
H 0.037 1.615 5.033
H 0.781 0.032 6.787
H 2.058 -1.983 6.157
H 2.587 -2.438 3.789
H 3.544 -3.110 0.089
H 3.025 -5.520 -0.144
H 0.885 -6.413 0.708
H -0.705 -4.913 1.853
H -0.143 -2.520 2.159
C -3.184 -2.442 1.094
N -2.788 -1.270 0.336
C -2.173 -0.208 1.126
P -3.244 -0.917 -1.217
O -2.134 -0.599 -2.131
N -4.258 0.398 -1.070
C -4.521 1.199 -2.256
C -5.190 0.575 0.025
N -4.077 -2.263 -1.733
C -5.439 -2.519 -1.307
C -3.666 -2.955 -2.945
H -2.348 -2.756 1.721
H -3.434 -3.256 0.420
H -4.038 -2.243 1.755
H -1.232 -0.561 1.557
H -2.820 0.124 1.945
H -1.949 0.648 0.491
H -3.730 1.029 -2.982
H -4.539 2.260 -1.993
H -5.485 0.947 -2.715
H -4.918 -0.073 0.855
H -6.222 0.349 -0.269
H -5.161 1.611 0.374
H -5.633 -2.040 -0.350
H -5.593 -3.595 -1.195
H -6.171 -2.150 -2.036
H -2.648 -2.674 -3.198
H -4.311 -2.703 -3.794
H -3.710 -4.037 -2.793
C 0.501 2.738 -0.933
N 0.565 4.195 -0.801
C 1.956 4.606 -1.029
N 2.444 4.195 -2.348
C 2.337 2.735 -2.440
N 0.953 2.277 -2.252
C 0.111 2.914 -3.269
N 0.168 4.377 -3.198
C -0.264 4.783 -1.857
C 1.569 4.784 -3.363
H -0.536 2.424 -0.782
H 1.126 2.286 -0.159
H 2.588 4.157 -0.261
H 2.020 5.693 -0.948
H 2.972 2.276 -1.681
H 2.690 2.416 -3.422
H -0.926 2.598 -3.130
H 0.445 2.603 -4.261
H -1.300 4.471 -1.709
H -0.213 5.872 -1.783
H 1.628 5.872 -3.298
H 1.912 4.474 -4.352
```

**HOMO level**: -5.75 eV
**E_LUMO**: 0.1 eV
**Gap between HOMO and LUMO**: 5.82 eV
**Calculated total energy**: -2444.28075 hartree
**Relative energy (zero: lowest compared OMol25 entry of this formula, charge and spin)**: 10.9 kcal per mole

---

The following is a DFT calculation (ωB97M-V/def2-TZVPD) of a molecular structure, C31H44N2PdSSi3.

The geometry in XYZ format:
```
82
Properties=species:S:1:pos:R:3
Pd -0.209 -0.390 1.169
C 4.086 -1.342 -4.623
C 3.575 -0.130 -3.828
C 2.126 0.136 -4.224
C 4.418 1.111 -4.158
C 3.714 -0.417 -2.341
C 5.040 -0.716 -1.848
C 5.336 -0.923 -0.525
C 4.287 -0.835 0.381
S 4.331 -0.938 2.082
C 2.625 -0.634 2.140
N 2.043 -0.534 0.924
C 2.941 -0.595 -0.071
C 2.680 -0.380 -1.451
C 1.888 -0.411 3.314
C 2.494 -0.370 4.599
C 1.743 0.016 5.672
C 0.393 0.371 5.478
C -0.214 0.304 4.230
C 0.507 -0.113 3.127
H 3.967 -1.147 -5.689
H 3.520 -2.243 -4.382
H 5.144 -1.543 -4.452
H 2.081 0.353 -5.291
H 1.702 0.997 -3.701
H 1.496 -0.736 -4.045
H 4.342 1.326 -5.225
H 5.476 0.973 -3.932
H 4.062 1.988 -3.613
H 5.846 -0.759 -2.569
H 6.349 -1.126 -0.206
H 1.669 -0.161 -1.760
H 3.539 -0.624 4.731
H 2.177 0.064 6.660
H -0.188 0.694 6.333
H -1.260 0.566 4.143
C -1.502 1.010 -2.260
Si -2.040 -0.583 -1.434
C -0.709 -1.852 -1.819
C -3.620 -1.210 -2.199
C -2.323 -0.316 0.420
Si -2.655 -1.910 1.458
C -1.980 -3.438 0.642
C -2.271 -2.067 3.277
C -4.534 -1.875 1.309
Si -3.038 1.322 0.946
C -3.603 1.416 2.728
C -4.396 1.926 -0.165
C -1.482 2.407 0.772
C -1.545 3.786 0.608
C -0.387 4.535 0.474
C 0.834 3.881 0.506
C 0.841 2.511 0.678
N -0.279 1.795 0.804
H -1.658 0.888 -3.336
H -0.438 1.212 -2.106
H -2.051 1.899 -1.953
H -0.289 -1.557 -2.784
H -1.144 -2.842 -1.951
H 0.129 -1.971 -1.128
H -3.465 -1.394 -3.265
H -4.433 -0.487 -2.104
H -3.950 -2.148 -1.751
H -0.892 -3.540 0.665
H -2.312 -3.563 -0.387
H -2.384 -4.276 1.220
H -1.219 -2.221 3.513
H -2.800 -2.983 3.564
H -2.654 -1.265 3.903
H -4.878 -1.786 0.280
H -4.988 -1.080 1.902
H -4.885 -2.834 1.705
H -3.696 0.446 3.213
H -4.587 1.888 2.775
H -2.928 2.031 3.327
H -5.296 1.332 0.014
H -4.157 1.863 -1.225
H -4.654 2.963 0.065
H -2.511 4.274 0.582
H -0.436 5.608 0.346
H 1.767 4.417 0.403
H 1.771 1.958 0.719
```

**HOMO level (spin up / spin down)**: -13.63 / -14.94 eV
**E_LUMO (spin up / spin down)**: -6.6 / -9.3 eV
**Net charge**: +2
**Gap between HOMO and LUMO (spin up / spin down)**: 7.03 / 5.65 eV
**Calculated total energy**: -2711.18548 hartree
**2S+1**: 5

---

The following is a DFT calculation (ωB97M-V/def2-TZVPD) of a molecular structure, C31H45CsGeN6O2P.

The geometry in XYZ format:
```
87
Properties=species:S:1:pos:R:3
Cs -0.743 -0.328 -0.240
N 2.459 0.697 -0.391
C 2.673 1.620 0.740
C 1.964 2.940 0.503
N 0.535 2.733 0.322
C -0.214 3.964 0.106
C -1.701 3.679 0.023
N -1.990 2.737 -1.072
H 2.960 -0.168 -0.222
H 2.870 1.090 -1.233
H 3.732 1.817 0.932
H 2.255 1.156 1.635
H 2.425 3.455 -0.357
H 2.119 3.584 1.371
H 0.412 2.148 -0.494
H 0.112 4.496 -0.802
H -0.031 4.638 0.945
H -2.239 4.627 -0.078
H -2.019 3.215 0.958
H -1.754 3.167 -1.961
H -2.987 2.560 -1.114
C -0.023 -6.211 2.415
N -1.113 -5.673 1.500
C -0.962 -6.346 0.121
N 0.346 -6.135 -0.392
C 1.349 -6.644 0.531
N 1.270 -6.006 1.846
C 1.644 -4.586 1.777
P 0.536 -3.565 0.679
C -1.056 -4.174 1.406
C 0.576 -4.734 -0.769
H -0.219 -7.277 2.537
H -0.118 -5.703 3.374
H -2.034 -5.928 1.863
H -1.721 -5.892 -0.511
H -1.147 -7.407 0.295
H 2.343 -6.480 0.118
H 1.196 -7.718 0.657
H 2.672 -4.516 1.417
H 1.638 -4.170 2.788
H -1.882 -3.856 0.770
H -1.184 -3.783 2.416
H 1.555 -4.657 -1.246
H -0.179 -4.416 -1.485
O -2.804 -4.388 -1.128
C -2.707 -3.214 -1.536
O -1.780 -2.416 -1.191
C -3.810 -2.674 -2.431
C -4.967 -3.649 -2.593
Ge -5.867 -4.183 -0.915
C -4.914 -3.641 0.721
C -4.541 -4.613 1.653
C -3.835 -4.278 2.803
C -3.484 -2.954 3.047
C -3.864 -1.974 2.143
C -4.577 -2.316 0.997
C -7.664 -3.430 -0.823
C -8.046 -2.524 0.165
C -9.328 -1.987 0.182
C -10.248 -2.353 -0.789
C -9.885 -3.257 -1.778
C -8.603 -3.789 -1.794
C -6.011 -6.130 -0.891
C -4.926 -6.919 -1.280
C -5.008 -8.305 -1.250
C -6.178 -8.924 -0.829
C -7.264 -8.153 -0.440
C -7.179 -6.766 -0.471
H -3.368 -2.384 -3.388
H -4.147 -1.740 -1.973
H -4.597 -4.582 -3.020
H -5.717 -3.254 -3.281
H -4.814 -5.649 1.480
H -3.589 -5.046 3.529
H -2.956 -2.686 3.954
H -3.636 -0.933 2.347
H -4.883 -1.526 0.322
H -7.344 -2.240 0.940
H -9.610 -1.286 0.959
H -11.248 -1.939 -0.773
H -10.601 -3.549 -2.536
H -8.336 -4.497 -2.573
H -4.015 -6.436 -1.617
H -4.165 -8.905 -1.569
H -6.247 -10.005 -0.812
H -8.180 -8.630 -0.116
H -8.036 -6.177 -0.165
```

**HOMO level**: -10.69 eV
**E_LUMO**: -2.2 eV
**Net charge**: +1
**Gap between HOMO and LUMO**: 8.49 eV
**Calculated total energy**: -4125.53443 hartree

---

The following is a DFT calculation (ωB97M-V/def2-TZVPD) of a molecular structure, C31H45N5O7P2SSiV.

The geometry in XYZ format:
```
93
Properties=species:S:1:pos:R:3
V 0.596 -0.375 -0.508
C 3.074 -0.487 -3.000
C 3.290 -1.547 -1.940
N 2.825 -1.067 -0.633
C 3.757 -0.192 0.094
C 3.603 1.314 -0.200
S 1.932 1.876 -0.660
C 2.123 2.384 -2.392
C 1.539 1.385 -3.396
N 1.710 0.020 -2.929
H 3.760 0.347 -2.835
H 3.314 -0.897 -3.985
H 2.713 -2.436 -2.188
H 4.344 -1.835 -1.898
H 2.631 -1.901 -0.074
H 3.609 -0.366 1.155
H 4.789 -0.473 -0.135
H 3.876 1.870 0.696
H 4.274 1.645 -0.991
H 1.614 3.341 -2.494
H 3.187 2.560 -2.552
H 0.476 1.577 -3.511
H 2.013 1.567 -4.369
H 1.068 -0.620 -3.379
N -2.497 -2.979 -1.217
C -1.489 -3.433 -0.165
C -1.831 -4.835 0.309
P -1.590 -2.153 1.175
O -3.193 -2.142 1.336
O -0.906 -2.528 2.419
O -1.216 -0.898 0.396
P 0.157 -3.291 -0.971
O 0.076 -4.453 -2.072
O 1.260 -3.480 0.001
O 0.088 -1.958 -1.722
H -3.428 -2.888 -0.803
H -2.541 -3.635 -1.998
H -2.253 -2.051 -1.605
H -2.803 -4.852 0.804
H -1.084 -5.153 1.036
H -1.834 -5.547 -0.518
H -3.463 -2.023 2.251
H 0.741 -5.134 -1.931
C 1.847 0.325 5.957
N 1.438 -0.322 4.707
N 1.074 0.474 3.635
C 1.306 -0.230 2.484
O 0.919 0.265 1.383
C 1.932 -1.441 2.841
C 2.005 -1.443 4.209
C 2.624 -2.442 5.122
C 0.011 1.432 3.780
C -0.983 1.229 4.726
C -2.010 2.155 4.837
C -2.054 3.259 3.997
C -1.058 3.440 3.047
C -0.013 2.535 2.939
H 1.412 1.319 5.990
H 2.932 0.407 6.020
H 1.468 -0.246 6.801
H 2.138 -2.273 2.183
H 2.779 -3.375 4.587
H 1.987 -2.635 5.986
H 3.592 -2.092 5.487
H -0.969 0.345 5.350
H -2.786 2.001 5.577
H -2.860 3.974 4.082
H -1.087 4.296 2.384
H 0.768 2.677 2.206
C -1.056 5.464 -3.034
C -0.647 5.204 -1.732
C -0.718 3.910 -1.229
C -1.195 2.843 -2.003
C -1.623 3.139 -3.302
C -1.547 4.429 -3.818
Si -1.333 1.133 -1.173
C -2.486 0.106 -2.272
C -2.076 -0.499 -3.468
C -2.947 -1.257 -4.245
C -4.265 -1.430 -3.837
C -4.705 -0.834 -2.661
C -3.826 -0.072 -1.895
H -1.007 6.471 -3.429
H -0.279 6.009 -1.108
H -0.397 3.733 -0.205
H -2.026 2.351 -3.933
H -1.879 4.627 -4.830
H -2.197 1.471 -0.019
H -1.047 -0.397 -3.795
H -2.600 -1.711 -5.165
H -4.949 -2.014 -4.441
H -5.736 -0.951 -2.347
H -4.179 0.383 -0.976
```

**HOMO level (spin up / spin down)**: -10.02 / -9.61 eV
**E_LUMO (spin up / spin down)**: -1.7 / -1.7 eV
**Net charge**: +1
**Gap between HOMO and LUMO (spin up / spin down)**: 8.31 / 7.91 eV
**Calculated total energy**: -4323.27022 hartree
**2S+1**: 3

---

Maximum force (computed, hartree/bohr): 0.025 0.014 0.024 0.028